27
Properties=species:S:1:pos:R:3 method="wB97M-V/def2-TZVPD" charge=+2 homo_energy_ev=-15.43 gap_ev=3.790
C 4.57 -0.59 -0.94
C 3.79 0.12 0.23
C 2.25 -0.26 0.15
C 1.33 1.01 0.06
O 0.44 0.81 -1.08
P -1.10 1.36 -0.86
C -2.14 0.04 -0.02
I -1.82 0.31 2.17
C -3.68 0.19 -0.26
C -4.33 -1.23 -0.03
I -4.19 0.84 -2.26
H 5.65 -0.56 -0.70
H 4.25 -1.65 -0.93
H 4.35 -0.11 -1.90
H 4.16 -0.24 1.20
H 3.93 1.20 0.09
H 2.09 -0.87 -0.76
H 2.01 -0.86 1.05
H 0.81 1.22 1.01
H 1.98 1.88 -0.15
H -1.02 2.49 0.03
H -1.79 -0.95 -0.35
H -4.17 0.87 0.45
H -3.93 -1.66 0.91
H -4.14 -1.90 -0.89
H -5.42 -1.08 0.03
Zn -3.89 -0.36 3.77

***

26
Properties=species:S:1:pos:R:3 method="wB97M-V/def2-TZVPD" charge=+1 homo_energy_ev="-12.42 / -12.26" gap_ev="6.955 / 6.695"
C 0.05 -2.09 -1.96
C 0.17 -2.12 -0.44
N 0.33 -0.78 -0.09
C 1.26 -0.32 1.00
C 0.98 -1.07 2.27
C 0.87 1.18 0.91
N -0.22 1.29 0.23
C -0.90 2.51 -0.17
C -0.63 2.75 -1.62
N -0.74 0.12 -0.24
I -2.83 -0.34 0.66
H 0.90 -1.43 -2.22
H 0.03 -3.11 -2.39
H -0.88 -1.53 -2.08
H -0.64 -2.73 0.05
H 1.06 -2.65 -0.13
H 2.25 -0.44 0.52
H 1.00 -2.10 2.09
H -0.09 -0.79 2.70
H 1.54 -0.94 3.19
H 1.40 1.95 1.43
H -1.95 2.27 -0.02
H -0.32 3.19 0.40
H -0.84 2.03 -2.27
H -1.24 3.65 -1.84
H 0.45 3.11 -1.75

***

23
Properties=species:S:1:pos:R:3 method="wB97M-V/def2-TZVPD" charge=-1 homo_energy_ev="0.07 / -2.38" gap_ev="4.155 / 6.584" spin_multiplicity=2
C 1.02 -2.83 0.50
C 0.72 -1.37 1.02
C -0.41 -0.58 0.38
C 0.07 0.63 -0.41
C -0.69 1.18 -1.43
C -0.28 2.06 -2.61
C -0.49 2.03 0.19
N 0.72 -1.75 2.71
H 0.49 -3.03 -0.46
H 2.07 -3.01 0.69
H 0.38 -3.45 1.11
H 1.64 -0.85 0.69
H -1.17 -1.25 -0.06
H -1.00 -0.18 1.25
H -1.66 0.73 -1.76
H -0.81 3.02 -2.51
H -0.48 1.53 -3.54
H 0.76 2.36 -2.40
H 0.26 2.80 -0.04
H -0.27 1.96 1.33
H -1.46 2.53 0.18
H 0.88 -0.78 2.20
H -0.27 -1.76 2.95

***

23
Properties=species:S:1:pos:R:3 method="wB97M-V/def2-TZVPD" homo_energy_ev=-6.35 gap_ev=6.025
C 2.56 -1.02 0.82
C 1.35 -0.52 1.67
C 0.92 0.88 1.15
C 0.55 0.91 -0.34
N -2.65 1.05 -0.57
C -1.76 0.13 -0.06
C -0.46 -0.21 -0.73
C -0.76 -1.10 -1.87
H 2.19 -1.46 -0.02
H 3.16 -1.61 1.48
H 3.07 -0.10 0.50
H 0.47 -1.08 1.40
H 1.56 -0.52 2.77
H 1.55 1.68 1.57
H 0.09 1.19 1.67
H 0.09 1.86 -0.51
H 1.52 0.82 -0.84
H -2.30 1.40 -1.44
H -2.65 -0.15 -0.80
H -1.92 -0.07 1.01
H -0.01 -0.91 -2.70
H -1.67 -0.70 -2.35
H -0.95 -2.12 -1.58

***

23
Properties=species:S:1:pos:R:3 method="wB97M-V/def2-TZVPD" homo_energy_ev=-8.43 gap_ev=9.579
C 1.94 2.12 0.50
C 0.68 1.92 0.83
C 0.20 0.92 1.85
C -0.59 -0.25 1.25
C 0.31 -1.38 0.71
N 0.10 -1.79 -0.70
C -0.16 -0.75 -1.70
C -1.61 -0.61 -2.14
H 2.28 2.84 -0.24
H 2.81 1.58 0.87
H -0.14 2.57 0.53
H -0.35 1.39 2.68
H 1.05 0.50 2.41
H -1.22 0.17 0.46
H -1.17 -0.69 2.06
H 0.22 -2.28 1.31
H 1.37 -1.09 0.73
H -0.64 -2.47 -0.73
H 0.16 0.26 -1.39
H 0.61 -0.96 -2.45
H -1.81 0.41 -2.47
H -1.80 -1.31 -2.97
H -2.23 -1.10 -1.39

***

23
Properties=species:S:1:pos:R:3 method="wB97M-V/def2-TZVPD" homo_energy_ev=-9.06 gap_ev=9.941
H -1.74 0.87 1.33
N -2.56 -0.07 1.15
C -2.15 -0.61 0.13
C -2.58 -1.82 -0.62
H -1.10 -0.10 -0.28
H -3.48 -2.25 -0.17
H -2.78 -1.56 -1.66
H -1.79 -2.57 -0.61
C -0.50 1.63 1.11
C 0.08 0.99 0.01
C 1.31 0.11 0.16
C 1.44 -0.89 -0.99
C 2.57 0.98 0.26
H -0.06 1.48 2.09
H -0.95 2.61 0.96
H -0.01 1.47 -0.96
H 1.20 -0.45 1.10
H 0.57 -1.55 -1.05
H 2.33 -1.51 -0.87
H 1.52 -0.36 -1.95
H 2.71 1.56 -0.65
H 3.46 0.35 0.40
H 2.51 1.67 1.11

***

23
Properties=species:S:1:pos:R:3 method="wB97M-V/def2-TZVPD" charge=+1 homo_energy_ev="-13.20 / -13.20" gap_ev="10.362 / 5.412" spin_multiplicity=2
C -0.77 -1.60 -0.07
N 0.30 -0.76 0.20
C -0.16 0.84 0.24
C 0.01 1.27 1.67
C 1.42 1.70 1.80
C 2.08 2.57 0.96
C -1.51 -1.40 -1.45
C -1.01 -2.11 -2.66
H -0.41 -2.66 0.03
H -1.65 -1.53 0.65
H 1.17 -0.94 -0.35
H -1.17 0.94 -0.12
H 0.35 1.39 -0.58
H -0.75 2.03 2.05
H -0.27 0.50 2.27
H 1.96 1.25 2.52
H 1.68 3.13 0.10
H 3.03 2.68 0.97
H -2.53 -1.71 -1.21
H -1.55 -0.34 -1.72
H -1.16 -3.21 -2.42
H -1.41 -1.88 -3.63
H 0.17 -2.00 -2.89

***

24
Properties=species:S:1:pos:R:3 method="wB97M-V/def2-TZVPD" charge=+1 homo_energy_ev="-10.59 / -10.59" gap_ev="7.282 / 7.281"
C -2.23 -0.20 0.26
C -0.67 1.66 0.41
C 0.72 0.94 -0.17
C 0.86 -0.44 0.31
C -3.10 -1.26 0.09
C 0.62 1.06 -1.71
C 1.62 -1.49 -0.49
N -1.81 0.88 0.41
N 1.66 -0.39 1.67
H -0.56 2.15 1.42
H -0.90 2.53 -0.17
H 1.45 1.66 0.24
H -2.56 -2.18 -0.02
H -3.43 -1.13 -0.89
H -3.99 -1.22 0.76
H -0.33 0.84 -2.14
H 1.52 0.69 -2.13
H 0.50 2.21 -1.80
H 1.34 -2.40 0.02
H 2.67 -1.24 -0.39
H 1.21 -1.73 -1.54
H 1.41 -1.09 2.31
H 1.35 0.61 1.95
H 2.65 -0.44 1.61

***

25
Properties=species:S:1:pos:R:3 method="wB97M-V/def2-TZVPD" charge=+1 homo_energy_ev="-13.24 / -13.24" gap_ev="8.023 / 8.023"
C -2.32 0.00 -0.45
C 0.63 2.12 0.55
C 1.12 1.51 -0.80
C 0.42 0.91 1.50
C 1.00 0.01 -0.48
C 0.61 -0.88 -1.60
C 0.29 -1.55 1.15
N -2.76 -1.16 -0.08
N 0.10 -0.19 0.67
O -2.44 1.08 -0.78
H 1.35 2.83 0.83
H -0.28 2.80 0.31
H 0.49 2.01 -1.52
H 2.26 1.83 -1.03
H 1.22 0.50 2.11
H -0.31 1.02 2.18
H 2.05 -0.41 -0.30
H -0.45 -0.86 -1.79
H 1.07 -1.90 -1.59
H 1.00 -0.62 -2.65
H -0.68 -1.77 1.81
H 0.24 -2.21 0.37
H 1.22 -1.71 1.88
H -2.11 -1.93 -0.02
H -3.70 -1.43 -0.29

***

28
Properties=species:S:1:pos:R:3 method="wB97M-V/def2-TZVPD" charge=+1 homo_energy_ev="-8.70 / -13.01" gap_ev="6.249 / 6.285" spin_multiplicity=3
C 0.75 -1.76 1.57
C 1.62 -0.85 2.11
C -0.28 0.09 1.45
C 2.02 2.51 1.61
C -1.48 -2.07 0.55
C -2.57 0.13 -3.78
C 1.37 1.58 2.64
N -0.40 -1.19 1.14
N 0.88 0.31 2.07
O 0.53 -1.05 -3.49
O 0.22 0.28 -1.32
O -1.85 -0.14 -2.54
S -0.22 0.23 -2.72
H 1.02 -2.77 1.29
H 2.56 -0.95 2.60
H 1.20 -0.75 -4.19
H -0.97 0.87 1.23
H 3.05 2.25 1.16
H 1.45 2.74 0.78
H 2.18 3.44 2.05
H -1.73 -1.96 -0.56
H -1.16 -3.08 0.80
H -2.36 -1.86 1.13
H -3.68 0.15 -3.41
H -2.40 -0.69 -4.36
H -2.31 1.17 -4.21
H 0.52 2.11 2.93
H 2.04 1.25 3.46

***

26
Properties=species:S:1:pos:R:3 method="wB97M-V/def2-TZVPD" homo_energy_ev=-8.30 gap_ev=8.736
C 0.17 1.61 -2.43
C 1.14 0.57 -1.91
C 0.39 -0.68 -1.42
O -0.21 -1.38 -2.34
N 0.37 -0.70 -0.15
C -0.22 -1.67 0.67
C -1.56 -1.36 1.19
C -1.48 -0.05 2.04
P -1.01 1.24 0.81
N 0.52 1.54 0.85
C 1.54 0.93 1.70
H -0.51 1.18 -3.19
H 0.75 2.45 -2.90
H -0.40 1.99 -1.53
H 1.76 0.74 -1.06
H 1.83 0.30 -2.69
H -1.01 -1.57 -2.19
H 0.30 -1.62 1.56
H -0.20 -2.65 0.30
H -2.35 -1.09 0.33
H -2.08 -2.13 1.66
H -2.44 0.28 2.26
H -0.87 -0.26 2.82
H 2.21 1.65 2.04
H 1.15 0.38 2.51
H 2.21 0.32 1.05

***

25
Properties=species:S:1:pos:R:3 method="wB97M-V/def2-TZVPD" homo_energy_ev="-7.87 / -8.45" gap_ev="8.133 / 8.425"
C 1.07 1.22 -0.12
C 2.16 1.76 0.77
C -2.01 0.87 0.08
C -1.07 -0.86 -1.48
C -1.53 -1.45 0.89
C 0.31 0.13 0.42
C -1.05 -0.33 -0.04
N 0.96 1.79 -1.26
N 2.62 -1.67 0.34
N 1.95 -1.37 -0.57
H 2.83 0.95 1.08
H 2.72 2.52 0.24
H 1.72 2.19 1.67
H -1.68 1.69 -0.55
H -3.01 0.57 -0.22
H -2.05 1.23 1.11
H -0.26 -1.56 -1.63
H -2.02 -1.36 -1.67
H -0.97 -0.06 -2.21
H -0.85 -2.31 0.83
H -2.52 -1.78 0.60
H -1.57 -1.11 1.92
H 0.57 -0.16 1.42
H 0.24 1.40 -1.86
H 3.43 -2.30 0.22

***

27
Properties=species:S:1:pos:R:3 method="wB97M-V/def2-TZVPD" charge=+2 homo_energy_ev=-17.42 gap_ev=9.341
C 1.59 -2.32 0.73
N 1.79 -1.02 0.17
O 3.07 -0.63 0.08
C 3.19 0.69 -0.17
O 4.14 1.32 -0.45
N 1.84 1.22 -0.16
C 0.98 0.26 0.01
C -0.50 0.42 -0.27
C -0.74 -0.44 -1.43
C -0.76 1.90 -0.54
C -1.29 -0.06 0.99
N -2.80 -0.06 0.76
H 2.09 -2.32 1.80
H 2.04 -3.08 0.04
H 0.57 -2.53 0.79
H 1.79 2.17 -0.16
H -0.25 -0.15 -2.33
H -1.82 -0.27 -1.64
H -0.64 -1.48 -1.54
H -0.12 2.17 -1.33
H -1.67 2.10 -0.97
H -0.72 2.38 0.45
H -1.06 -1.08 1.39
H -1.19 0.59 1.88
H -3.17 0.91 0.73
H -3.38 -0.53 1.45
H -2.97 -0.16 -0.28

***

28
Properties=species:S:1:pos:R:3 method="wB97M-V/def2-TZVPD" charge=+1 homo_energy_ev=-13.39 gap_ev=9.344
C -1.90 -2.59 0.05
O -0.94 -1.50 0.18
C -1.48 -0.29 0.52
N -2.34 0.18 -0.48
C -2.16 1.33 -1.00
C -1.27 2.34 -0.35
N -0.47 1.97 0.60
C -0.17 0.57 0.66
N 0.76 0.38 2.06
P 1.06 0.32 -0.80
C 2.43 1.35 -0.20
C 1.77 -1.40 -1.04
O 0.41 0.81 -2.05
H -2.25 -2.99 1.04
H -1.36 -3.48 -0.25
H -2.67 -2.49 -0.62
H -2.02 -0.40 1.46
H -2.55 1.58 -1.97
H -1.44 3.47 -0.55
H 0.20 0.39 2.84
H 1.29 1.23 2.16
H 1.34 -0.45 2.09
H 3.13 1.39 -0.94
H 1.92 2.39 -0.31
H 2.89 1.23 0.70
H 2.45 -1.98 -0.36
H 0.97 -2.05 -1.46
H 2.38 -1.31 -1.98

***

30
Properties=species:S:1:pos:R:3 method="wB97M-V/def2-TZVPD" charge=+1 homo_energy_ev=-12.86 gap_ev=9.778
O -3.97 -0.61 1.88
O -3.48 -0.65 0.55
C -2.09 -0.55 0.57
N -1.50 -1.59 1.43
C -0.72 -1.33 2.45
N -0.35 -0.10 2.89
C 0.44 -0.31 3.91
N 0.60 -1.61 4.16
N -0.15 -2.27 3.24
H -3.62 0.20 2.27
H -1.71 -0.70 -0.44
H -1.75 0.44 0.89
H -1.73 -2.54 1.20
H 0.92 0.45 4.51
H 1.15 -2.07 4.88
H -0.23 -3.28 3.20
O -1.24 1.17 -1.55
C -0.22 1.22 -2.19
O 0.66 0.21 -2.05
C 1.81 0.06 -2.90
C 3.00 0.86 -2.40
C 0.12 2.40 -3.06
H 1.55 0.30 -3.93
H 2.04 -1.01 -2.87
H 2.79 1.93 -2.41
H 3.87 0.67 -3.03
H 3.24 0.58 -1.38
H 0.60 3.16 -2.45
H -0.81 2.80 -3.46
H 0.77 2.16 -3.90

***

24
Properties=species:S:1:pos:R:3 method="wB97M-V/def2-TZVPD" homo_energy_ev=-9.00 gap_ev=9.966
C -1.34 -1.78 0.29
C -0.90 -0.68 0.87
C -0.80 0.66 0.18
C -2.13 1.39 0.38
O -0.63 0.51 -1.22
C 0.38 1.52 0.77
N 1.39 1.94 -0.18
H -1.44 -2.71 0.82
H -1.62 -1.79 -0.75
H -0.65 -0.67 1.93
H -2.10 2.35 -0.12
H -2.33 1.53 1.44
H -2.93 0.80 -0.06
H 0.04 -0.17 -1.38
H 0.89 0.96 1.56
H -0.04 2.43 1.22
H 0.93 2.39 -0.97
H 1.89 1.13 -0.54
C 1.98 -1.69 -0.05
C 1.81 -1.57 -1.35
H 1.48 -2.46 0.52
H 2.62 -1.03 0.51
H 2.32 -0.82 -1.93
H 1.18 -2.24 -1.91

***

24
Properties=species:S:1:pos:R:3 method="wB97M-V/def2-TZVPD" homo_energy_ev=-9.43 gap_ev=10.291
C -0.35 -0.25 2.90
C -0.33 -0.35 1.36
C 0.15 -1.74 0.93
N -1.62 -0.06 0.76
C 0.67 0.76 0.90
O 0.35 1.90 0.70
H -0.70 0.73 3.21
H -1.01 -1.01 3.30
H 0.65 -0.41 3.31
H -0.56 -2.49 1.27
H 1.13 -1.95 1.36
H 0.22 -1.79 -0.15
H -2.38 -0.48 1.29
H -1.77 0.94 0.71
H 1.72 0.46 1.06
C 0.91 -0.62 -2.81
C 0.19 0.30 -2.19
C 0.19 1.75 -2.54
H 0.84 -1.67 -2.57
H 1.62 -0.37 -3.59
H -0.46 0.01 -1.34
H -0.79 2.05 -2.90
H 0.39 2.33 -1.65
H 0.94 1.97 -3.30

***

24
Properties=species:S:1:pos:R:3 method="wB97M-V/def2-TZVPD" homo_energy_ev=-6.82 gap_ev=7.376
C -2.22 0.75 -0.07
C -1.81 -0.56 -0.71
N -1.05 1.48 0.48
C -2.54 -1.67 -0.57
O -0.71 -0.52 -1.51
H -0.03 0.07 -1.09
H -0.18 1.56 -0.26
H -1.33 2.35 0.92
H -2.70 1.38 -0.82
H -2.94 0.56 0.73
H -3.45 -1.67 0.01
H -2.24 -2.59 -1.06
C 2.00 -0.61 0.32
C 2.91 -0.52 -0.91
C 1.23 0.68 0.55
C 0.08 0.66 1.47
H 1.30 -1.44 0.19
H 2.62 -0.87 1.19
H 1.92 1.50 0.76
H 2.33 -0.29 -1.80
H 3.64 0.28 -0.78
H 3.44 -1.45 -1.08
H -0.36 -0.32 1.65
H 0.12 1.24 2.39

***

24
Properties=species:S:1:pos:R:3 method="wB97M-V/def2-TZVPD" homo_energy_ev=-8.16 gap_ev=9.037
C -1.71 1.10 1.21
C -1.42 0.60 0.02
C -2.28 0.87 -1.18
N -0.11 -0.25 -0.35
C -0.34 -1.63 -0.70
C 1.07 0.20 0.25
C 2.28 -0.51 -0.82
C 1.37 -0.27 1.67
O 1.29 1.56 0.14
H -2.64 1.63 1.38
H -1.20 0.83 2.13
H -3.02 1.64 -0.96
H -2.82 -0.02 -1.51
H -1.67 1.22 -2.01
H 0.01 -1.85 -1.71
H 0.19 -2.30 -0.01
H -1.40 -1.84 -0.65
H 3.17 0.07 -0.59
H 2.00 -0.38 -1.86
H 2.42 -1.56 -0.57
H 2.40 -0.05 1.92
H 1.20 -1.34 1.77
H 0.76 0.27 2.40
H 0.45 2.03 0.03

***

| no. | energy (hartree) |
| --- | --- |
| 1 | -3066.2330 |
| 2 | -737.2916 |
| 3 | -330.1504 |
| 4 | -330.1937 |
| 5 | -330.4021 |
| 6 | -330.3697 |
| 7 | -330.0447 |
| 8 | -384.8179 |
| 9 | -460.1136 |
| 10 | -1008.6759 |
| 11 | -801.6752 |
| 12 | -439.8611 |
| 13 | -589.7350 |
| 14 | -931.5064 |
| 15 | -795.3716 |
| 16 | -405.6411 |
| 17 | -405.6724 |
| 18 | -405.5696 |
| 19 | -405.6339 |